{"formula": "C2HN2", "method": "ωB97M-V/def2-TZVPD", "charge": 1, "homo_energy_ev": [-19.7568, -19.6311], "orbital_gap_ev": [7.030, 6.607], "e_lumo_ha": [-0.468, -0.479], "symbols": ["C", "C", "N", "N", "H"], "coordinates": [[2.037, -0.020, -0.032], [-1.741, 0.059, 0.004], [3.132, -0.212, 0.018], [-0.631, 0.281, 0.009], [-2.797, -0.107, 0.000]], "atomic_forces_ev_per_a": [[-9.038, 1.431, -0.223], [-0.532, -0.106, -0.039], [6.814, -1.162, 0.274], [3.046, -0.148, -0.029], [-0.289, -0.015, 0.017]]}